# 1
Here is 7 unconnected molecules or ions with the total composition C38H82BF4N4O6 from the Open Molecules 2025 dataset. Energies are from ωB97M-V with the def2-TZVPD basis set.

CARTESIAN COORDINATES (ANGSTROEM)
1 C -6.479 2.851 3.099
2 C -5.414 1.812 2.753
3 C -5.550 1.332 1.326
4 N -4.329 0.719 0.732
5 C -3.274 1.771 0.528
6 C -3.473 2.725 -0.645
7 C -3.832 1.951 -1.901
8 C -4.982 0.996 -1.686
9 C -4.699 0.033 -0.555
10 C -3.862 -0.379 1.632
11 H -6.375 3.788 2.546
12 H -6.458 3.058 4.165
13 H -7.467 2.458 2.848
14 H -5.667 0.973 3.409
15 H -4.394 2.116 2.982
16 H -5.839 2.151 0.661
17 H -6.337 0.592 1.169
18 H -3.070 2.267 1.476
19 H -2.365 1.184 0.358
20 H -4.367 3.300 -0.383
21 H -2.553 3.280 -0.789
22 H -4.172 2.678 -2.649
23 H -2.952 1.454 -2.316
24 H -5.943 1.491 -1.500
25 H -5.174 0.454 -2.615
26 H -5.559 -0.605 -0.380
27 H -3.796 -0.505 -0.849
28 H -3.176 -0.960 1.038
29 H -4.719 -0.930 2.001
30 H -3.287 0.056 2.447
31 C -2.903 2.717 -6.442
32 C -1.976 1.889 -5.568
33 C -1.104 0.952 -6.394
34 N -0.189 0.072 -5.588
35 C 0.624 -0.815 -6.487
36 C 1.602 -0.017 -7.329
37 C 2.601 0.692 -6.423
38 C 1.819 1.601 -5.496
39 C 0.775 0.829 -4.701
40 C -0.975 -0.810 -4.707
41 H -3.598 3.264 -5.793
42 H -3.535 2.165 -7.134
43 H -2.399 3.545 -6.948
44 H -2.583 1.274 -4.902
45 H -1.408 2.532 -4.895
46 H -0.549 1.514 -7.136
47 H -1.767 0.217 -6.849
48 H -0.031 -1.390 -7.137
49 H 1.174 -1.479 -5.822
50 H 1.073 0.688 -7.973
51 H 2.121 -0.714 -7.988
52 H 3.345 1.246 -6.997
53 H 3.160 -0.075 -5.878
54 H 1.352 2.413 -6.054
55 H 2.473 2.030 -4.730
56 H 0.151 1.579 -4.223
57 H 1.142 0.088 -3.995
58 H -1.759 -1.288 -5.285
59 H -1.401 -0.319 -3.835
60 H -0.238 -1.518 -4.333
61 C 4.504 1.107 2.523
62 C 3.807 1.359 1.179
63 C 2.510 2.103 1.408
64 N 1.871 2.521 0.114
65 C 0.394 2.808 0.421
66 C 0.239 3.934 1.416
67 C 0.914 5.213 0.972
68 C 2.334 4.939 0.506
69 C 2.440 3.793 -0.458
70 C 1.841 1.409 -0.859
71 H 5.361 0.452 2.335
72 H 3.821 0.555 3.164
73 H 4.954 1.997 2.957
74 H 3.635 0.381 0.733
75 H 4.463 1.944 0.528
76 H 2.717 2.978 2.005
77 H 1.799 1.424 1.873
78 H -0.125 1.877 0.628
79 H -0.076 3.194 -0.496
80 H 0.655 3.548 2.355
81 H -0.803 4.043 1.718
82 H 0.920 5.903 1.817
83 H 0.392 5.744 0.171
84 H 3.139 4.951 1.247
85 H 2.750 5.775 -0.080
86 H 3.475 3.544 -0.690
87 H 1.860 3.948 -1.366
88 H 1.469 0.557 -0.298
89 H 2.882 1.237 -1.136
90 H 1.279 1.596 -1.765
91 C 4.463 -7.340 5.899
92 C 3.302 -6.475 5.466
93 C 3.662 -5.011 5.533
94 N 2.674 -4.029 4.968
95 C 2.573 -4.277 3.462
96 C 1.808 -3.187 2.749
97 C 2.504 -1.878 3.013
98 C 2.480 -1.590 4.473
99 C 3.183 -2.618 5.327
100 C 1.333 -4.196 5.597
101 H 4.091 -8.368 5.916
102 H 4.728 -7.197 6.952
103 H 5.372 -7.300 5.306
104 H 2.398 -6.717 6.026
105 H 3.023 -6.789 4.455
106 H 4.647 -4.794 5.128
107 H 3.695 -4.734 6.593
108 H 3.603 -4.300 3.096
109 H 2.177 -5.278 3.325
110 H 1.595 -3.320 1.690
111 H 0.803 -3.120 3.186
112 H 3.512 -1.829 2.577
113 H 1.977 -1.084 2.471
114 H 3.009 -0.659 4.701
115 H 1.448 -1.468 4.809
116 H 4.261 -2.685 5.167
117 H 3.039 -2.454 6.393
118 H 1.452 -4.199 6.678
119 H 1.011 -5.183 5.275
120 H 0.658 -3.407 5.300
121 B -0.470 0.882 3.647
122 F -1.129 2.115 3.921
123 F -0.707 0.559 2.281
124 F 0.903 1.164 3.846
125 F -0.919 -0.139 4.474
126 O -0.850 -4.248 -3.281
127 C -0.885 -4.648 -4.622
128 O -0.125 -3.951 -5.385
129 O -1.596 -5.599 -4.909
130 H -0.148 -3.583 -3.285
131 O -0.178 -1.812 0.412
132 C -0.183 -1.519 -0.978
133 O -0.807 -0.406 -1.200
134 O 0.424 -2.186 -1.789
135 H -0.668 -0.974 0.556

Summary:
**Multiplicity**: 1
**Energy relative to the best compared isomer or geometry (same formula, charge and spin)**: 173.98 kJ/mol
**Highest occupied orbital energy**: -7.4 eV
**Net charge**: +1
**Frontier orbital gap**: 0.198 hartree
**E**: -70527.6545 eV

Results of the Löwdin charge analysis, in e, for atoms 1 through 99: C -0.085; C -0.219; C -0.149; N -0.261; C -0.107; C -0.133; C -0.192; C -0.162; C -0.101; C 0.046; H 0.078; H 0.081; H 0.083; H 0.119; H 0.110; H 0.124; H 0.143; H 0.127; H 0.112; H 0.118; H 0.112; H 0.119; H 0.108; H 0.121; H 0.131; H 0.143; H 0.139; H 0.105; H 0.122; H 0.108; C -0.091; C -0.236; C -0.113; N -0.271; C -0.099; C -0.162; C -0.183; C -0.161; C -0.105; C 0.007; H 0.073; H 0.084; H 0.081; H 0.097; H 0.105; H 0.122; H 0.146; H 0.151; H 0.142; H 0.109; H 0.130; H 0.117; H 0.126; H 0.120; H 0.117; H 0.107; H 0.143; H 0.129; H 0.092; H 0.087; C -0.072; C -0.221; C -0.120; N -0.252; C -0.111; C -0.163; C -0.161; C -0.176; C -0.104; C 0.018; H 0.083; H 0.048; H 0.084; H 0.108; H 0.115; H 0.130; H 0.119; H 0.108; H 0.131; H 0.116; H 0.127; H 0.124; H 0.122; H 0.123; H 0.130; H 0.133; H 0.140; H 0.108; H 0.107; H 0.100; C -0.093; C -0.245; C -0.151; N -0.261; C -0.084; C -0.148; C -0.201; C -0.179; C -0.078

# 2
Here is 7 unconnected molecules or ions with the total composition C38H82Cl2N3O12P2 from the Open Molecules 2025 dataset. Energies are from ωB97M-V with the def2-TZVPD basis set.

CARTESIAN COORDINATES (ANGSTROEM)
1 C 4.696 1.684 4.355
2 C 3.853 1.621 3.064
3 C 2.340 1.665 3.303
4 C 1.576 1.126 2.073
5 N 0.234 1.674 1.965
6 P -1.137 0.572 1.498
7 C -2.454 -0.715 0.976
8 N -1.958 -1.527 -0.155
9 C -3.019 -2.269 -0.807
10 P 0.085 0.238 -0.455
11 N 1.035 -1.066 -0.390
12 C -2.095 2.138 0.800
13 Cl -2.036 3.574 1.863
14 C -2.825 2.394 -0.294
15 C -3.494 3.713 -0.645
16 Cl -3.114 1.162 -1.510
17 C -1.998 0.748 3.229
18 C -3.541 0.806 3.217
19 C -1.480 -0.361 4.165
20 C -2.119 -0.398 5.559
21 C -2.064 0.938 6.323
22 H 5.638 2.193 4.141
23 H 4.936 0.686 4.736
24 H 4.175 2.251 5.133
25 H 4.108 0.701 2.527
26 H 4.159 2.466 2.437
27 H 2.021 2.683 3.544
28 H 2.127 0.986 4.141
29 H 2.172 1.427 1.194
30 H 1.625 0.033 2.112
31 H 0.049 2.209 2.799
32 H -0.381 -0.568 1.988
33 H -3.428 -0.313 0.688
34 H -2.639 -1.400 1.818
35 H -1.272 -2.172 0.219
36 H -3.825 -1.600 -1.110
37 H -3.426 -3.090 -0.192
38 H -2.617 -2.734 -1.715
39 H -0.665 0.153 -1.642
40 H 0.828 1.437 -0.634
41 H 2.011 -0.792 -0.415
42 H -4.145 3.583 -1.508
43 H -2.735 4.463 -0.884
44 H -4.105 4.071 0.188
45 H -1.684 1.674 3.723
46 H -3.958 -0.199 3.368
47 H -3.913 1.410 4.051
48 H -3.966 1.181 2.285
49 H -0.409 -0.164 4.312
50 H -1.568 -1.344 3.695
51 H -3.153 -0.757 5.505
52 H -1.587 -1.147 6.160
53 H -1.823 0.798 7.379
54 H -3.005 1.485 6.242
55 H -1.282 1.578 5.903
56 O 7.671 2.590 3.199
57 C 7.693 3.742 2.864
58 O 6.523 4.391 2.734
59 C 6.430 5.791 2.451
60 C 6.550 6.099 0.972
61 C 8.990 4.435 2.517
62 H 7.152 6.348 3.048
63 H 5.440 6.071 2.809
64 H 7.525 5.810 0.579
65 H 6.412 7.165 0.791
66 H 5.797 5.554 0.405
67 H 9.270 4.150 1.504
68 H 9.759 4.083 3.200
69 H 8.961 5.518 2.583
70 O 12.037 3.742 0.535
71 C 11.637 2.719 0.051
72 O 11.936 1.555 0.651
73 C 11.378 0.302 0.241
74 C 12.135 -0.306 -0.921
75 C 10.858 2.720 -1.245
76 H 10.312 0.408 0.035
77 H 11.466 -0.337 1.117
78 H 12.086 0.322 -1.810
79 H 11.721 -1.284 -1.170
80 H 13.187 -0.427 -0.662
81 H 11.562 2.816 -2.070
82 H 10.202 3.587 -1.244
83 H 10.243 1.838 -1.404
84 O 5.692 6.845 -2.257
85 C 4.601 6.379 -2.456
86 O 4.193 5.331 -1.723
87 C 2.864 4.785 -1.805
88 C 2.721 3.829 -2.970
89 C 3.721 6.914 -3.566
90 H 2.125 5.586 -1.830
91 H 2.718 4.253 -0.866
92 H 2.886 4.329 -3.925
93 H 1.723 3.393 -2.981
94 H 3.451 3.025 -2.886
95 H 4.061 6.486 -4.508
96 H 3.851 7.993 -3.607
97 H 2.663 6.706 -3.446
98 O -8.113 -0.493 -5.018
99 C -6.919 -0.598 -4.917
100 O -6.351 -1.760 -5.283
101 C -4.926 -1.933 -5.348
102 C -4.316 -2.216 -3.994
103 C -6.070 0.505 -4.332
104 H -4.468 -1.068 -5.830
105 H -4.781 -2.781 -6.017
106 H -4.478 -1.380 -3.314
107 H -3.241 -2.369 -4.087
108 H -4.764 -3.097 -3.534
109 H -6.140 0.455 -3.246
110 H -6.480 1.456 -4.664
111 H -5.023 0.469 -4.615
112 O -6.889 -4.638 -2.598
113 C -7.956 -4.766 -3.130
114 O -8.676 -5.875 -2.836
115 C -10.009 -6.075 -3.303
116 C -10.044 -6.636 -4.710
117 C -8.479 -3.785 -4.148
118 H -10.591 -5.157 -3.211
119 H -10.441 -6.794 -2.608
120 H -9.598 -5.948 -5.428
121 H -11.073 -6.832 -5.016
122 H -9.482 -7.569 -4.755
123 H -8.006 -3.990 -5.106
124 H -8.212 -2.782 -3.841
125 H -9.559 -3.810 -4.271
126 O -2.625 -7.900 2.948
127 C -3.513 -8.185 2.197
128 O -3.455 -7.758 0.922
129 C -4.386 -8.181 -0.076
130 C -5.677 -7.390 -0.049
131 C -4.719 -8.969 2.669
132 H -4.561 -9.257 0.007
133 H -3.873 -8.018 -1.022
134 H -6.205 -7.516 0.897
135 H -6.336 -7.711 -0.856
136 H -5.475 -6.326 -0.173
137 H -5.398 -8.282 3.173
138 H -4.377 -9.710 3.386
139 H -5.261 -9.485 1.880

Summary:
**Multiplicity**: 1
**Highest occupied orbital energy**: -3.6 eV
**Net charge**: -1
**Frontier orbital gap**: 0.204 hartree
**E**: -113396.8771 eV

Results of the Löwdin charge analysis, in e, for atoms 1 through 99: C -0.112; C -0.265; C -0.216; C -0.362; N -0.267; P 0.512; C -0.388; N -0.229; C -0.164; P 0.600; N -0.384; C -0.666; Cl 0.637; C -0.776; C -0.182; Cl 0.664; C -0.470; C -0.129; C -0.253; C -0.265; C -0.112; H 0.027; H 0.068; H 0.066; H 0.108; H 0.096; H 0.107; H 0.105; H 0.074; H 0.084; H 0.012; H 0.013; H 0.045; H 0.077; H 0.080; H 0.036; H 0.076; H 0.066; H -0.096; H -0.057; H -0.093; H 0.042; H 0.070; H 0.054; H 0.047; H 0.071; H 0.063; H 0.050; H 0.101; H 0.093; H 0.093; H 0.095; H 0.059; H 0.059; H 0.067; O 0.098; C -0.523; O -0.002; C -0.229; C -0.060; C 0.020; H 0.109; H 0.123; H 0.072; H 0.084; H 0.069; H 0.082; H 0.095; H 0.070; O 0.096; C -0.539; O 0.001; C -0.232; C -0.067; C 0.013; H 0.117; H 0.124; H 0.066; H 0.082; H 0.082; H 0.095; H 0.089; H 0.069; O 0.091; C -0.532; O -0.009; C -0.217; C -0.061; C 0.009; H 0.114; H 0.126; H 0.064; H 0.082; H 0.086; H 0.094; H 0.088; H 0.067; O 0.088; C -0.533